[1]
2 unconnected molecules or ions with the total composition C7H15N3O3S at a distorted geometry, computed with ωB97M-V with the def2-TZVPD basis set.

Output
Kohn-Sham gap (spin up / spin down) in eV: 7.68 / 7.47
LUMO energy (spin up / spin down) in eV: -0.19 / -0.45
Strongest force on any atom in eV/Å: 4.190
Net charge: 0
Energy above the lowest of the compared OMol25 structures with the same formula, charge and spin in kcal/mol: 65.20

Each line ends with the Mulliken charge.
Atoms and positions in Å:
C -0.6775 -0.3477 -0.2830  0.957
C 1.1690 0.6682 1.0685  0.509
C -2.8310 -1.1483 -1.4094  -0.928
C 3.3263 -0.3329 1.3224  -1.261
C 1.3023 -1.7699 1.6381  -0.963
C 0.2975 2.2540 -1.7196  -0.729
C -0.3131 0.5041 0.7861  -1.196
N -1.9441 2.9229 -1.0038  -0.333
N -2.0730 -0.5438 -0.2347  -0.291
N 1.8585 -0.4522 1.4787  0.050
O 0.0611 -0.7713 -1.1559  -0.642
O 1.6697 1.7863 0.9989  -0.683
O -2.8820 3.1584 0.0094  -0.432
S -0.5802 2.7341 -0.2361  0.469
H -3.7802 -1.6386 -0.8625  0.267
H -3.0917 -0.5171 -2.1849  0.325
H -2.1700 -1.8241 -1.9695  0.342
H 3.6547 0.6131 1.1778  0.418
H 3.6959 -0.8228 2.1953  0.335
H 3.6342 -0.7673 0.4612  0.434
H 1.5071 -2.3458 0.7148  0.267
H 1.8035 -2.3248 2.3286  0.435
H 0.2815 -1.5791 2.0577  0.335
H -0.4509 2.1440 -2.4021  0.445
H 0.7570 1.2737 -1.6602  0.247
H 1.0425 3.0616 -2.1210  0.300
H -0.8168 0.4103 1.7000  0.667
H -2.5340 0.3060 0.0548  0.297
H -3.6116 3.5220 -0.4329  0.360


[2]
A gas-phase ion, C7H15N4 (charge +1) at a distorted geometry, computed with ωB97M-V with the def2-TZVPD basis set.

Output
Kohn-Sham gap in eV: 9.05
Structure (SMILES): CN(C)C1=CC=N[C@@]1(C)N[NH3+]
LUMO energy in eV: -3.29
Strongest force on any atom in eV/Å: 4.632
Net charge: +1
Energy above the lowest of the compared OMol25 structures with the same formula, charge and spin in kcal/mol: 116.84

Each line ends with the Mulliken charge.
Atoms and positions in Å:
C 0.2127 -1.8987 1.1172  -0.387
C -1.1118 -2.4469 0.8975  -0.554
C 0.1974 -0.6908 0.4958  0.199
C -1.1855 -0.4787 -0.1709  1.096
C -1.2289 -0.7668 -1.7005  -1.330
C 2.0989 0.4354 1.6283  -0.914
C 1.3781 0.7722 -0.9284  -0.939
N -1.8282 -1.7176 0.1934  -0.709
N -1.8325 0.8884 0.0362  -0.478
N -0.7988 1.8845 -0.0250  -0.035
N 1.2480 0.2420 0.3904  -0.130
H 0.9499 -2.1607 1.8545  0.419
H -1.5020 -3.4310 1.2003  0.437
H -1.4957 0.2289 -2.1093  0.326
H -2.0484 -1.3213 -2.0033  0.503
H -0.2626 -1.1039 -2.2181  0.215
H 2.7294 -0.3905 1.8967  0.358
H 2.8781 1.2370 1.4793  0.298
H 1.4036 0.7989 2.4583  0.317
H 0.3793 0.7801 -1.2980  0.381
H 1.8162 1.7896 -0.8920  0.407
H 1.9372 0.0058 -1.6922  0.255
H -2.4454 0.9737 -0.7452  0.348
H -0.2922 2.2131 -0.8390  0.287
H -1.2535 2.6671 0.3775  0.388
H 0.0566 1.4902 0.5965  0.242


[3]
2 unconnected molecules or ions with the total composition C7H15N4O at a distorted geometry, computed with ωB97M-V with the def2-TZVPD basis set.

Output
Kohn-Sham gap (spin up / spin down) in eV: 8.38 / 8.38
LUMO energy (spin up / spin down) in eV: -3.91 / -3.91
Strongest force on any atom in eV/Å: 3.296
Net charge: +1
Energy above the lowest of the compared OMol25 structures with the same formula, charge and spin in kcal/mol: 150.78

Each line ends with the Mulliken charge.
Atoms and positions in Å:
C -3.6270 -0.1711 -2.9737  0.073
C -2.0946 1.1826 1.8531  0.569
C -0.8836 -2.8318 0.1185  -1.829
C 0.4697 1.7204 1.1966  -0.953
C 0.8450 1.1072 -1.2567  -0.920
C -0.2786 -1.6298 -0.5675  -0.100
C 0.2072 -0.5782 0.4468  -1.090
N -2.4868 -0.0063 -2.8951  -0.367
N -2.1026 0.8961 0.5832  0.067
N -1.2309 1.1480 -0.4008  -0.815
N 0.0830 0.8460 0.0537  0.648
O -2.2179 1.0533 2.9786  -0.240
H -4.6849 -0.2143 -2.7506  0.276
H -1.7834 -2.6753 0.5687  0.481
H -1.1216 -3.5268 -0.6199  0.503
H -0.1517 -3.3401 0.6529  0.443
H 0.4805 1.1328 2.0948  0.421
H 1.3629 2.2065 1.1508  0.336
H -0.3134 2.5336 1.3255  0.360
H 0.2691 0.7488 -2.0746  0.393
H 0.9180 2.2032 -1.3397  0.405
H 1.8697 0.7682 -1.2509  0.350
H -1.0326 -1.3785 -1.3440  0.097
H 0.6054 -1.7279 -1.1776  0.502
H -0.2798 -0.7481 1.4314  0.413
H 1.1785 -0.8626 0.6438  0.733
H -3.0391 0.9695 0.3022  0.246


[4]
A molecular structure, C7H15N6O2PdS2Si at a distorted geometry, computed with ωB97M-V with the def2-TZVPD basis set.

Output
Kohn-Sham gap (spin up / spin down) in eV: 6.66 / 6.67
LUMO energy (spin up / spin down) in eV: 2.43 / 2.43
Strongest force on any atom in eV/Å: 1.579
Net charge: -1
Energy above the lowest of the compared OMol25 structures with the same formula, charge and spin in kcal/mol: 52.70

Each line ends with the Mulliken charge.
Atoms and positions in Å:
Pd 0.1166 0.1481 -0.5009  -0.217
C -0.2095 -2.2944 4.6191  -1.334
C 0.8326 -1.4474 3.9949  1.097
N 2.0156 -1.2102 4.4863  -0.870
N 2.6142 -0.3910 3.5882  0.208
C 1.8237 -0.1439 2.5098  0.141
S 2.1836 0.7927 1.1950  -0.388
N 0.6604 -0.8122 2.8030  0.502
N -0.4056 -0.8810 1.9455  -0.581
H 0.1735 -2.6723 5.5620  0.355
H -0.4580 -3.1269 3.9625  0.312
H -1.1159 -1.7159 4.8026  0.308
H 3.5635 -0.0827 3.7028  0.180
H -0.6771 0.0671 1.5883  0.333
H -1.1897 -1.3922 2.3302  0.197
S -1.5620 4.3407 0.9975  -0.517
C -1.2777 2.7896 0.7792  0.191
N -1.1252 1.6265 0.7029  -0.691
C -0.2973 -0.6827 -4.1065  -1.208
Si -0.1026 0.7555 -2.7950  0.842
C -1.8732 1.5870 -2.8255  -1.143
C 1.0746 2.0061 -3.7319  -1.141
H -0.7298 -0.3030 -5.0304  0.358
H -0.9547 -1.4599 -3.7265  0.315
H 0.6568 -1.1434 -4.3481  0.330
H -2.1967 1.8139 -3.8393  0.391
H -1.8908 2.5092 -2.2501  0.280
H -2.5976 0.9087 -2.3784  0.249
H 0.6597 2.2160 -4.7130  0.305
H 2.0708 1.5991 -3.8706  0.315
H 1.1652 2.9463 -3.1993  0.319
O 0.7680 -2.0986 -0.6732  -0.395
N -0.3945 -2.5450 -0.8497  0.357
O -1.3208 -1.7037 -0.7314  -0.401


[5]
2 unconnected molecules or ions with the total composition C7H15NO2 at a distorted geometry, computed with ωB97M-V with the def2-TZVPD basis set.

Output
Kohn-Sham gap in eV: 8.29
LUMO energy in eV: 0.87
Strongest force on any atom in eV/Å: 3.792
Net charge: 0
Energy above the lowest of the compared OMol25 structures with the same formula, charge and spin in kcal/mol: 115.74

Each line ends with the Mulliken charge.
Atoms and positions in Å:
C 1.1369 0.7336 -0.2504  1.238
C -0.8617 0.3352 -0.8633  -0.499
C -1.3311 -0.6036 1.0949  -0.188
C 0.7199 -0.8777 1.4111  -0.776
C -1.9150 0.4489 0.1888  -0.518
C 1.9008 -0.1433 -1.2065  -1.538
C 1.4117 2.2113 -0.3479  -1.625
N -1.7513 -1.9213 0.7297  -0.597
O 1.1936 0.3420 1.0511  -0.364
O -0.9184 -0.7912 -1.6589  -0.629
H -1.1677 -1.5402 -1.0783  0.503
H -0.7306 1.2061 -1.4965  0.561
H -1.4133 -0.3328 2.1458  0.493
H -1.3078 -2.6392 1.2903  0.190
H -2.7624 -2.0368 0.7497  0.200
H 1.0075 -1.7033 0.7621  0.333
H 0.8641 -1.0326 2.4749  0.374
H -1.8901 1.4326 0.6566  0.286
H -2.9322 0.2292 -0.1691  0.279
H 2.8809 -0.3941 -0.7807  0.397
H 2.0431 0.3759 -2.1548  0.372
H 1.3707 -1.0706 -1.4282  0.358
H 1.1015 2.5927 -1.3209  0.396
H 2.4815 2.4283 -0.2287  0.384
H 0.8695 2.7508 0.4293  0.368


[6]
C7H15NO3 in the gas phase at a distorted geometry, computed with ωB97M-V with the def2-TZVPD basis set.

Output
Kohn-Sham gap in eV: 10.07
Structure (SMILES): C[C@H]1C[C@@H](N)[C@H](O)[C@H](O)[C@@H]1O
LUMO energy in eV: 0.70
Strongest force on any atom in eV/Å: 2.280
Net charge: 0
Energy above the lowest of the compared OMol25 structures with the same formula, charge and spin in kcal/mol: 6.71

Each line ends with the Mulliken charge.
Atoms and positions in Å:
C 2.5593 1.0563 0.2262  -1.544
C 1.3589 0.2013 0.6221  0.749
C 0.1437 1.0734 1.1266  -1.333
C -0.9942 1.2763 0.1526  0.507
C -1.4969 -0.0668 -0.4681  -0.461
C -0.4618 -1.2329 -0.3713  -0.099
C 0.9015 -0.6951 -0.5346  -0.635
H 3.3623 0.4755 -0.2326  0.383
H 2.9923 1.5621 1.0922  0.408
H 2.2750 1.8779 -0.4355  0.309
H 1.6288 -0.4568 1.4499  0.268
H -0.2738 0.6472 2.0634  0.326
H 0.5124 2.0661 1.3623  0.550
H -1.8542 1.7013 0.7264  0.267
H -0.2068 3.0255 -0.5687  0.246
H -1.4327 2.4129 -1.5166  0.245
H -1.6952 0.0873 -1.5419  0.415
H -3.0561 -1.2180 -0.2779  0.368
H -0.6481 -1.9498 -1.1840  0.448
H -1.3806 -1.6056 1.2842  0.476
H 0.8777 -0.0515 -1.4470  0.198
H 2.6587 -1.3677 -0.9319  0.384
N -0.6243 2.1705 -0.9554  -0.663
O -2.7126 -0.3959 0.1656  -0.661
O -0.5229 -1.8690 0.9121  -0.585
O 1.8038 -1.7444 -0.7871  -0.564


Q: Look up the net charge of the third one.
A: +1


Q: Which of these has the lowest strongest force on any atom?
A: C7H15N6O2PdS2Si


Q: Which value of energy above the lowest of the compared OMol25 structures with the same formula, charge and spin does entry 4 give?
A: 52.70 kcal/mol